Record 1
116
Properties=species:S:1:pos:R:3 method="wB97M-V/def2-TZVPD" homo_lumo_gap_ev=7.9852 lumo_energy_ev=0.11 de_lowest_kcal_mol=11.6 energy_ev=-69268.0786 e_homo_ev=-7.879 smiles="CC1(C)CCCC(C)(C)N1O.CC1(C)CCCC(C)(C)N1O.NC(N)=O.NC(N)=O.NC(N)=O.NC(N)=O.NC(N)=O.NC(N)=O.NC(N)=O"
C 18.152 5.051 -2.620
O 17.028 5.560 -2.630
N 19.314 5.745 -2.927
N 18.442 3.746 -2.314
H 20.101 5.105 -2.956
H 19.265 6.660 -3.323
H 17.833 3.002 -2.038
H 19.405 3.447 -2.316
C 19.660 10.077 -11.205
O 19.815 11.128 -10.603
N 19.510 10.042 -12.570
N 19.661 8.842 -10.617
H 19.608 9.208 -13.109
H 19.353 10.924 -13.023
H 19.182 8.063 -11.028
H 19.918 8.692 -9.653
C 22.376 2.985 -3.117
O 21.740 4.046 -2.941
N 22.878 2.336 -2.002
N 22.557 2.393 -4.327
H 23.639 1.701 -2.153
H 22.612 2.700 -1.110
H 22.141 2.985 -5.037
H 23.057 1.543 -4.473
C 24.883 7.075 -5.413
O 25.644 8.056 -5.593
N 23.934 6.993 -4.407
N 24.964 5.936 -6.214
H 24.173 7.561 -3.616
H 23.338 6.182 -4.369
H 24.405 5.139 -5.963
H 25.465 6.013 -7.078
C 22.411 9.579 -8.027
O 21.699 8.550 -8.269
N 22.115 10.793 -8.574
N 23.464 9.535 -7.141
H 21.332 10.803 -9.219
H 22.822 11.498 -8.661
H 23.858 10.349 -6.715
H 23.767 8.621 -6.869
C 23.813 3.489 -10.145
O 24.058 2.714 -9.232
N 24.729 3.829 -11.115
N 22.633 4.187 -10.192
H 25.628 3.390 -11.067
H 24.445 4.372 -11.903
H 21.898 3.987 -9.540
H 22.423 4.793 -10.961
C 20.835 5.303 -6.732
O 21.482 4.481 -6.021
N 21.353 5.770 -7.907
N 19.795 6.002 -6.170
H 21.147 6.709 -8.230
H 22.286 5.419 -8.044
H 19.710 6.876 -6.671
H 19.193 5.788 -5.401
C 15.428 0.040 -6.474
C 16.673 0.788 -6.948
C 16.509 2.233 -6.445
C 17.788 3.059 -6.439
C 18.754 2.328 -5.525
C 19.057 0.875 -5.859
N 17.828 0.179 -6.314
O 18.066 -1.172 -6.576
C 20.136 0.790 -6.951
C 19.567 0.195 -4.579
C 16.777 0.748 -8.490
H 14.491 0.492 -6.807
H 15.461 0.142 -5.386
H 15.352 -1.033 -6.653
H 15.744 2.752 -7.039
H 15.946 2.240 -5.502
H 17.478 4.069 -6.176
H 18.028 3.032 -7.509
H 18.453 2.403 -4.478
H 19.683 2.911 -5.475
H 19.839 1.196 -7.923
H 20.950 1.452 -6.648
H 20.414 -0.255 -7.080
H 20.297 -0.585 -4.795
H 19.966 0.968 -3.918
H 18.785 -0.283 -3.987
H 17.742 1.020 -8.926
H 15.953 0.923 -9.178
H 16.861 -0.351 -8.611
H 18.494 -1.214 -7.450
C 17.527 10.956 -3.138
C 18.029 12.143 -3.971
C 19.506 12.438 -3.631
C 20.450 11.458 -4.382
C 20.243 11.683 -5.902
C 18.772 11.502 -6.342
N 17.829 12.075 -5.389
O 16.472 11.920 -5.817
C 18.748 12.228 -7.696
C 18.535 10.004 -6.508
C 17.337 13.409 -3.417
H 17.832 10.976 -2.090
H 17.999 10.005 -3.420
H 16.458 10.836 -3.302
H 19.932 13.372 -3.995
H 19.748 12.189 -2.598
H 20.205 10.415 -4.165
H 21.525 11.592 -4.257
H 20.817 10.882 -6.361
H 20.552 12.670 -6.245
H 17.748 12.060 -8.117
H 18.889 13.300 -7.582
H 19.457 11.711 -8.330
H 18.915 9.602 -7.463
H 18.789 9.355 -5.675
H 17.500 9.815 -6.838
H 17.534 13.449 -2.347
H 16.285 13.522 -3.694
H 17.709 14.344 -3.853
H 16.365 12.701 -6.375

=====

Record 2
101
Properties=species:S:1:pos:R:3 method="wB97M-V/def2-TZVPD" homo_lumo_gap_ev=3.9737 charge=-1 lumo_energy_ev=2.40 energy_ev=-44676.9250 e_homo_ev=-1.577
C 0.086 0.121 0.013
C 0.322 0.135 -1.610
C -1.096 0.177 -2.431
C 1.216 -1.107 -2.197
C 0.997 -2.543 -1.437
H 1.087 -0.138 0.605
H -0.091 1.269 0.290
H 0.899 1.126 -1.865
H -1.029 1.042 -3.251
H -1.304 -0.840 -2.973
H -1.991 0.515 -1.719
H 2.353 -0.823 -2.143
H 0.894 -1.262 -3.329
H 1.833 -3.277 -1.871
H -0.037 -3.075 -1.702
H 1.192 -2.500 -0.276
C -7.135 1.696 0.345
C -6.543 2.308 -0.922
C -5.057 1.943 -1.150
O -4.140 2.658 -0.318
C -4.006 2.133 0.994
N -6.739 3.765 -0.885
H -6.822 2.219 1.253
H -8.229 1.744 0.315
H -6.852 0.643 0.443
H -7.112 1.907 -1.769
H -4.798 2.221 -2.178
H -4.891 0.862 -1.071
H -4.091 1.042 1.014
H -4.748 2.587 1.654
H -3.017 2.411 1.372
H -6.438 4.157 -1.778
H -6.065 4.146 -0.215
C 0.716 0.815 5.685
C 0.645 0.997 4.171
C -0.175 2.233 3.734
O -1.592 2.064 3.829
C -2.119 2.249 5.133
N 0.123 -0.237 3.566
H -0.206 0.405 6.105
H 1.519 0.117 5.946
H 0.927 1.766 6.186
H 1.673 1.145 3.817
H 0.028 2.412 2.672
H 0.144 3.138 4.265
H -1.580 3.021 5.692
H -2.106 1.303 5.677
H -3.165 2.557 5.036
H 0.176 -0.150 2.550
H -0.883 -0.265 3.753
C 3.415 -6.510 -2.100
C 4.007 -5.898 -3.367
C 5.493 -6.264 -3.594
O 6.410 -5.549 -2.762
C 6.544 -6.074 -1.451
N 3.810 -4.442 -3.330
H 3.728 -5.987 -1.192
H 2.321 -6.462 -2.130
H 3.698 -7.564 -2.002
H 3.438 -6.300 -4.214
H 5.752 -5.986 -4.623
H 5.659 -7.345 -3.516
H 6.458 -7.165 -1.431
H 5.802 -5.619 -0.791
H 7.533 -5.795 -1.073
H 4.112 -4.049 -4.223
H 4.485 -4.061 -2.660
C 5.767 5.025 6.680
C 4.666 5.074 5.623
C 3.279 4.644 6.155
O 3.122 3.233 6.322
C 3.676 2.719 7.523
N 5.076 4.261 4.468
H 6.112 4.007 6.883
H 6.642 5.593 6.343
H 5.428 5.466 7.623
H 4.582 6.117 5.295
H 2.529 4.936 5.410
H 3.018 5.176 7.078
H 3.585 3.424 8.356
H 4.722 2.448 7.364
H 3.135 1.803 7.781
H 4.387 4.381 3.724
H 4.972 3.278 4.737
C -3.062 -0.937 -8.118
C -4.105 -0.429 -7.126
C -3.641 -0.496 -5.652
O -3.669 -1.808 -5.084
C -2.546 -2.612 -5.412
N -5.359 -1.170 -7.330
H -2.998 -2.028 -8.143
H -3.316 -0.613 -9.134
H -2.069 -0.541 -7.882
H -4.289 0.626 -7.364
H -4.342 0.098 -5.053
H -2.655 -0.036 -5.518
H -1.626 -2.026 -5.494
H -2.738 -3.157 -6.338
H -2.417 -3.354 -4.617
H -6.082 -0.758 -6.739
H -5.227 -2.105 -6.932

=====

Record 3
131
Properties=species:S:1:pos:R:3 method="wB97M-V/def2-TZVPD" homo_lumo_gap_ev=7.3176 lumo_energy_ev=0.08 de_lowest_kcal_mol=188.2 energy_ev=-243601.8989 e_homo_ev=-7.239
C 1.912 -4.251 -2.534
C 2.595 -3.005 -1.717
C 2.131 -1.511 -2.200
C 2.073 -1.327 -3.855
Si 0.485 -0.883 -1.349
C 0.011 -1.918 0.201
C 1.082 -1.873 1.437
C 0.470 -1.205 2.833
O 2.380 -1.257 1.130
O -0.840 -0.651 -2.490
Si -1.569 -2.168 -2.988
C -2.817 -2.855 -1.694
O -4.225 -2.499 -1.928
C -4.498 -1.087 -1.607
C -2.379 -1.806 -4.741
Br -1.846 -0.069 -5.665
C -3.322 -2.720 -5.436
C -3.938 -2.278 -6.896
Br -3.871 -4.479 -4.662
P 0.953 1.180 -0.605
C 1.173 2.225 -2.192
C 2.684 2.197 -2.826
C -0.641 1.850 0.269
C -0.646 3.488 0.438
H 1.829 -4.106 -3.691
H 0.838 -4.434 -2.053
H 2.514 -5.259 -2.319
H 3.768 -3.074 -1.929
H 2.466 -3.228 -0.575
H 2.995 -0.766 -1.848
H 1.576 -0.254 -4.018
H 1.364 -2.093 -4.384
H 3.147 -1.245 -4.336
H -0.080 -3.052 -0.160
H -1.038 -1.565 0.625
H 1.313 -3.009 1.720
H 1.243 -1.492 3.692
H 0.346 -0.043 2.773
H -0.519 -1.790 3.087
H 3.151 -1.840 1.442
H -0.577 -3.211 -3.237
H -2.578 -2.602 -0.577
H -2.761 -4.044 -1.778
H -3.858 -0.805 -0.664
H -5.663 -1.009 -1.381
H -4.228 -0.356 -2.511
H -4.472 -1.223 -6.864
H -3.012 -2.176 -7.630
H -4.624 -3.128 -7.357
H 0.443 1.831 -3.050
H 0.913 3.347 -1.964
H 2.569 2.090 -4.007
H 3.291 3.186 -2.584
H 3.351 1.296 -2.484
H -1.613 1.564 -0.325
H -0.629 1.361 1.355
H 0.417 3.902 0.702
H -1.352 3.747 1.357
H -1.105 3.987 -0.526
C 5.216 4.926 -4.440
O 4.317 4.427 -3.782
N 6.276 5.534 -3.879
N 5.227 4.912 -5.785
H 7.027 5.951 -4.404
H 6.307 5.567 -2.868
H 4.447 4.463 -6.247
H 5.958 5.317 -6.344
C 0.986 6.847 -4.381
O -0.099 7.303 -4.057
N 1.465 6.933 -5.635
N 1.799 6.217 -3.514
H 2.356 6.563 -5.921
H 0.885 7.399 -6.320
H 1.475 6.131 -2.559
H 2.695 5.835 -3.762
C -0.629 9.502 -0.449
O -1.278 9.857 0.522
N 0.575 10.022 -0.749
N -1.060 8.560 -1.307
H 1.124 9.743 -1.544
H 0.936 10.735 -0.128
H -1.962 8.142 -1.119
H -0.539 8.255 -2.113
C -1.182 -5.126 1.952
O -0.221 -5.587 1.356
N -2.379 -4.940 1.367
N -1.130 -4.763 3.246
H -3.182 -4.561 1.841
H -2.462 -5.200 0.393
H -0.247 -4.886 3.724
H -1.910 -4.381 3.754
C 1.688 -4.122 5.932
O 0.616 -4.367 5.403
N 1.881 -3.052 6.723
N 2.773 -4.901 5.771
H 2.757 -2.834 7.168
H 1.090 -2.439 6.871
H 2.671 -5.718 5.183
H 3.665 -4.716 6.199
C 6.900 -4.889 5.436
O 5.815 -4.432 5.760
N 7.380 -4.803 4.182
N 7.713 -5.518 6.304
H 8.270 -5.172 3.896
H 6.799 -4.336 3.498
H 7.389 -5.604 7.258
H 8.610 -5.901 6.055
C -6.987 1.977 -2.068
O -6.215 1.607 -1.197
N -7.191 3.275 -2.355
N -7.702 1.119 -2.818
H -7.822 3.599 -3.069
H -6.672 3.954 -1.814
H -7.577 0.132 -2.634
H -8.342 1.405 -3.540
C -0.457 -5.493 10.096
O -1.356 -5.991 10.754
N 0.603 -4.884 10.657
N -0.446 -5.507 8.751
H 1.354 -4.467 10.132
H 0.634 -4.851 11.668
H -1.226 -5.955 8.288
H 0.285 -5.101 8.192
C -5.503 3.065 2.644
O -5.369 3.015 3.857
N -5.504 4.223 1.960
N -5.660 1.967 1.884
H -5.612 4.285 0.962
H -5.388 5.074 2.495
H -5.665 1.074 2.360
H -5.771 1.988 0.884

=====

Record 4
122
Properties=species:S:1:pos:R:3 method="wB97M-V/def2-TZVPD" homo_lumo_gap_ev=7.5773 lumo_energy_ev=-0.43 de_lowest_kcal_mol=34.7 energy_ev=-119438.8234 e_homo_ev=-8.003
Zn 25.090 0.531 6.066
C 24.575 -1.863 5.385
O 24.271 -3.016 5.013
O 23.854 -0.829 5.171
O 25.600 -1.467 6.048
C 28.690 -3.127 4.428
O 29.857 -3.005 4.070
N 27.764 -3.801 3.711
N 28.176 -2.413 5.448
H 26.791 -3.677 3.934
H 28.049 -4.429 2.981
H 28.906 -2.071 6.049
H 27.211 -2.118 5.625
C 21.683 -5.494 4.192
O 20.711 -6.188 3.925
N 21.710 -4.164 4.522
N 22.939 -5.963 4.120
H 22.590 -3.686 4.670
H 20.873 -3.835 4.975
H 23.696 -5.324 4.297
H 23.102 -6.928 3.893
C 23.840 -0.314 8.832
O 24.478 0.414 8.053
N 24.333 -1.506 9.278
N 22.584 -0.145 9.286
H 25.249 -1.801 8.964
H 23.708 -2.073 9.815
H 21.986 0.506 8.806
H 22.389 -0.724 10.077
C 20.482 -1.629 7.225
O 21.116 -2.653 7.441
N 20.769 -0.742 6.248
N 19.371 -1.288 7.939
H 21.671 -0.855 5.801
H 20.322 0.148 6.372
H 19.182 -1.951 8.673
H 18.754 -0.573 7.605
C 27.378 -2.038 11.019
C 27.562 -1.513 9.588
C 28.998 -1.002 9.343
O 29.266 -0.647 8.010
C 30.571 -0.091 7.919
N 27.095 -2.455 8.524
H 27.795 -1.375 11.777
H 27.850 -3.018 11.095
H 26.309 -2.152 11.197
H 26.926 -0.637 9.425
H 29.741 -1.698 9.751
H 29.085 -0.138 10.014
H 30.734 0.650 8.705
H 30.778 0.399 6.968
H 31.294 -0.904 8.018
H 26.798 -1.801 7.804
H 27.967 -2.856 8.195
C 28.012 1.486 3.276
C 27.181 0.930 4.437
C 27.752 1.422 5.751
O 26.840 1.194 6.798
C 27.192 1.894 7.983
N 25.838 1.402 4.327
H 27.761 0.905 2.390
H 29.065 1.346 3.534
H 27.876 2.561 3.153
H 27.136 -0.160 4.418
H 28.070 2.470 5.753
H 28.662 0.825 5.868
H 28.104 1.452 8.388
H 26.424 1.781 8.745
H 27.339 2.967 7.850
H 25.389 1.041 3.474
H 25.849 2.416 4.256
C 25.210 -4.750 1.246
C 24.721 -3.331 0.841
C 23.212 -3.183 1.083
O 22.541 -3.929 0.074
C 21.141 -3.781 0.141
N 25.479 -2.376 1.667
H 24.602 -5.499 0.731
H 25.037 -4.916 2.307
H 26.228 -4.903 0.887
H 24.904 -3.085 -0.206
H 22.949 -2.132 0.952
H 23.061 -3.503 2.118
H 20.812 -4.422 0.964
H 20.727 -4.113 -0.812
H 20.766 -2.768 0.312
H 25.169 -2.573 2.618
H 26.467 -2.582 1.664
C 21.982 1.105 2.595
C 22.959 0.578 1.550
C 23.567 1.646 0.614
O 24.189 1.127 -0.539
C 25.601 0.900 -0.330
N 24.013 0.014 2.380
H 22.520 1.875 3.153
H 21.656 0.315 3.271
H 21.065 1.525 2.177
H 22.461 -0.151 0.904
H 24.219 2.350 1.138
H 22.720 2.179 0.171
H 26.001 1.918 -0.380
H 25.981 0.517 -1.278
H 25.862 0.298 0.536
H 23.690 -0.499 3.200
H 24.550 -0.781 2.010
C 25.505 -5.596 7.084
C 24.035 -5.471 7.484
C 23.807 -6.304 8.807
O 22.479 -6.002 9.215
C 22.076 -6.892 10.243
N 23.661 -4.046 7.599
H 25.630 -6.630 6.749
H 26.240 -5.273 7.825
H 25.791 -4.956 6.244
H 23.567 -5.966 6.634
H 24.466 -6.037 9.644
H 23.927 -7.390 8.732
H 22.295 -7.942 10.023
H 21.073 -6.687 10.608
H 22.736 -6.759 11.113
H 24.544 -3.618 7.871
H 23.649 -3.732 6.622